32
Properties=species:S:1:pos:R:3:forces:R:3:mulliken_charge:R:1 method="wB97M-V/def2-TZVPD" total_energy_ha=-867.44953 total_charge=-1 e_homo_ev=-4.045 molar_mass_g_mol=249.26 e_lumo_ev=3.101 homo_lumo_gap_ev=7.15 fmax_ev_per_a=1.6
H -5.0163 0.2249 2.3901 -0.076 -0.009 0.032 0.38
H 3.1328 -1.7755 0.5728 -0.054 -0.119 -0.004 0.31
C 3.1843 0.9112 -0.1857 -0.068 0.246 -0.080 -0.48
H -3.3512 1.9105 1.5734 -0.123 0.078 0.038 0.44
C -1.5412 1.5472 -0.4250 0.623 -0.533 -0.542 -0.09
C -2.5783 0.6006 0.0875 -0.212 -0.174 0.070 0.67
C 4.1770 0.1180 0.6646 -0.686 -0.254 -0.510 -0.38
C -2.6363 -0.6587 -0.5049 -0.158 -0.035 -0.029 0.47
O -1.7005 2.7198 -0.5339 -0.602 1.079 1.073 -0.49
H 5.1843 0.4873 0.4868 0.118 0.082 0.243 0.32
C -4.4229 -1.2687 0.9661 0.118 0.040 -0.014 -0.46
H -3.5890 -2.5700 -0.5490 -0.041 -0.044 -0.079 0.45
H -5.1383 -1.9972 1.3224 -0.057 -0.038 0.038 0.38
C -3.4398 0.9316 1.1246 0.088 -0.226 -0.264 -0.74
C -1.6533 -0.9782 -1.5959 0.403 0.478 -0.084 -0.02
C -0.3456 -0.3623 -1.4314 -0.097 -0.528 0.949 -0.55
H 4.2847 -1.5363 -0.7330 0.111 -0.077 -0.068 0.30
H 0.5380 -0.9021 -1.7371 0.008 0.149 -0.530 0.47
H 3.8848 0.2422 1.7093 0.392 0.160 0.178 0.26
H 1.7086 1.2909 1.3073 -0.173 -0.037 0.107 0.22
H 4.8592 -1.9139 0.9128 0.033 -0.214 -0.073 0.35
C -0.2633 0.8623 -0.8660 0.017 0.755 -1.460 0.81
C 4.1145 -1.3748 0.3293 0.062 0.301 0.273 -1.14
C -3.5622 -1.5997 -0.0756 -0.068 0.392 0.107 -0.57
O 0.9080 1.4871 -0.5856 0.045 -0.292 0.825 -0.30
H 3.4354 1.9716 -0.2196 0.112 0.069 0.049 0.29
H 1.4829 -0.2436 0.4359 -0.227 -0.023 -0.007 0.42
F -0.2808 2.2000 -2.5776 -0.054 -0.517 -0.066 -0.82
C 1.7560 0.8068 0.3251 0.516 0.022 -0.163 -0.66
H 3.1934 0.5753 -1.2234 0.057 -0.098 -0.066 0.29
C -4.3586 -0.0143 1.5656 0.065 0.035 -0.004 -0.47
O -1.9664 -1.6922 -2.5299 -0.070 -0.667 0.062 -0.65